A 9-piece molecular cluster, C55H124N6O9 overall at a distorted geometry, computed with ωB97M-V/def2-TZVPD.

The value obtained for the gap between HOMO and LUMO is 0.3184 hartree. Its molecular weight is 1013.630 g/mol. The value obtained for the HOMO energy is -8.185 eV. The calculation puts the LUMO energy at 0.018 hartree.

Geometry as XYZ:
```
194
Properties=species:S:1:pos:R:3:lowdin_charge:R:1
O -3.0050 -5.0027 -4.2987 -0.019
O 0.9295 4.0842 0.4221 -0.079
O -0.1645 1.0656 -3.5556 -0.029
O -0.9732 2.0205 1.1031 -0.064
O -3.3626 3.1209 3.3331 -0.039
O 3.0219 -3.5771 -3.3861 -0.021
O 1.8698 -0.8030 6.1546 0.003
O 2.0538 -0.6745 -2.1132 -0.077
O -3.8136 1.1433 1.4153 -0.211
N -3.0870 -4.4497 -3.0031 -0.094
N 0.4380 1.7218 -4.6793 -0.065
N 2.6265 -0.6184 5.0361 -0.116
N -3.5037 4.3981 3.7144 -0.118
N 3.8341 -3.6517 -2.2475 -0.100
N -3.7648 0.2086 4.3069 0.043
C -3.2961 -0.5104 3.1093 -0.407
C 0.8465 1.6952 -7.1287 -0.159
C 5.6507 -4.8936 -3.6695 -0.018
C -1.3124 3.6004 -4.5713 -0.039
C -4.0129 6.7595 5.3883 -0.209
C 0.8038 -0.3173 -5.9263 -0.055
C 3.5816 1.0877 -2.3588 -0.035
C -1.3585 0.8096 -6.2675 -0.004
C -2.3553 -5.2902 -1.9637 -0.439
C 0.2190 3.1946 -4.6066 -0.437
C 5.7096 -2.3845 -3.2417 -0.039
C -1.9780 -3.1859 -0.6173 -0.188
C 0.5818 3.2132 -7.2154 -0.171
C 2.4645 -3.0419 4.3740 -0.044
C -3.3757 -1.9822 3.4905 -0.062
C -2.4200 -4.6289 -0.5364 -0.125
C -1.0815 4.8944 3.6717 -0.046
C -2.3637 4.8588 4.5598 -0.400
C 0.7353 -1.5604 3.4928 -0.043
C 3.1803 -4.4900 -1.2212 -0.457
C 0.8599 3.7930 -3.3286 -0.038
C 3.7918 1.3804 5.8180 -0.042
C 3.0189 -5.9623 -1.6862 -0.018
C -2.5858 6.4021 4.9580 -0.114
C 1.6461 1.7050 4.5421 -0.019
C 3.1185 4.8922 0.8029 -0.080
C -0.9216 -5.6988 -2.4137 -0.030
C -5.8131 4.3093 2.9088 -0.028
C -4.9646 6.1055 4.4883 -0.194
C -4.1653 -0.1196 1.9372 -0.200
C -4.8958 4.6491 4.1601 -0.479
C 3.7319 0.8446 3.3776 -0.145
C 2.9039 0.7867 4.7082 -0.469
C -2.8961 -2.3892 -1.5495 -0.141
C -1.7715 -2.4878 -3.7379 -0.038
C -5.5505 3.8172 5.2812 -0.021
C -4.5095 1.6909 0.2759 -0.060
C -0.5263 1.3990 -0.0401 -0.321
C -2.0275 4.0087 5.8729 -0.016
C 2.9832 0.0133 -1.3775 -0.329
C 1.8283 -3.8473 -0.7307 -0.015
C 6.0912 -3.8648 -1.3424 -0.142
C -0.4201 -0.1188 0.1914 -0.035
C 5.6376 -4.8515 -0.2795 -0.168
C 2.1771 3.6914 0.8904 -0.327
C 4.1393 -4.5549 0.0232 -0.128
C 2.2185 -1.5806 3.9409 -0.445
C -3.1544 -6.5860 -1.7794 -0.070
C -3.0161 -2.9201 -2.9984 -0.461
C 0.1720 1.0364 -5.9742 -0.528
C 5.2719 -3.7362 -2.6721 -0.456
C 0.8911 3.9067 -5.8555 -0.112
C -4.3331 -2.3984 -3.5960 -0.026
C 3.1969 0.1025 2.1946 -0.193
C 3.1111 -1.3862 2.6225 -0.113
H -1.8710 -2.7764 -4.7843 0.091
H 2.1389 3.4845 1.9599 0.101
H -0.9237 3.9198 3.2098 0.057
H 6.1729 -2.9493 -0.7565 0.119
H 0.2625 3.4307 0.6447 0.025
H -3.4298 -4.6817 -0.1295 0.117
H -6.5966 4.1197 5.3303 0.083
H 2.6952 1.5818 -2.7566 0.044
H 0.3080 -0.2479 0.9922 0.050
H 3.9728 1.8589 3.0593 0.113
H -4.1972 -6.5386 -1.4658 0.079
H -0.4510 3.4297 -7.4882 0.099
H 0.6111 0.6787 -3.1430 0.058
H 2.5218 -6.5822 -0.9401 0.090
H 4.6301 0.7899 6.1878 0.086
H -0.1341 5.1263 4.1581 0.083
H -2.3678 6.9903 4.0666 0.108
H 0.9550 -0.6873 5.8878 0.087
H -1.4746 4.5592 -4.0788 0.073
H -4.7706 0.2941 4.3399 0.063
H 6.1708 -4.8430 0.6711 0.114
H 2.1693 0.4108 2.0022 0.086
H 3.9857 -6.3776 -1.9704 0.063
H 0.3339 3.3538 -2.4810 0.063
H -1.4953 0.2349 -7.1835 0.085
H 4.1193 -3.6123 0.5703 0.098
H -4.1095 -0.9563 1.2408 0.114
H -1.8020 -5.1422 0.2002 0.118
H -1.5117 -1.4502 -3.5281 0.071
H 3.7714 -0.5897 -0.9267 0.100
H -1.1400 5.5286 2.7871 0.081
H -1.7043 0.1419 -5.4784 0.058
H -2.8683 -2.6574 2.8015 0.062
H -0.3564 -4.8192 -2.7216 0.044
H 7.0656 -4.1092 -1.7654 0.114
H -2.1099 -2.7091 0.3539 0.087
H 1.9118 1.4695 -7.0815 0.121
H -4.4123 -2.3004 3.6010 0.079
H -5.2294 -2.4269 -2.9764 0.082
H -5.1296 2.5633 0.4821 0.074
H -1.8696 1.6783 1.1326 0.047
H 3.8380 0.1701 1.3157 0.102
H 0.4276 1.8777 -0.2618 0.092
H -4.6092 -2.9395 -4.5010 0.069
H -0.9427 -3.0977 -0.9468 0.088
H -2.1112 2.9287 5.7511 0.067
H -3.9357 -4.9954 -4.5338 0.094
H -0.8084 -2.8838 -3.4157 0.069
H 4.1576 0.5605 -3.1193 0.063
H 6.7879 -2.3102 -3.3825 0.091
H 1.1452 -3.6574 -1.5586 0.049
H 4.1188 -1.7393 2.8414 0.114
H 3.2896 1.5667 6.7673 0.077
H 1.3297 -4.4355 0.0398 0.094
H -3.8029 2.1353 -0.4249 0.082
H -5.8353 3.2460 2.6704 0.062
H 1.8401 -0.1753 -5.6198 0.089
H 6.6833 -4.7317 -3.9786 0.079
H -3.8745 -2.3693 -1.0695 0.105
H -1.4278 -0.4492 0.4431 0.063
H 0.5842 4.8383 -3.1895 0.084
H 0.5983 -2.1739 2.6023 0.081
H 2.9953 -4.4757 -3.7230 0.076
H 0.5444 4.9326 -5.9796 0.114
H -1.8757 2.8853 -3.9718 0.072
H 2.7189 5.8084 1.2376 0.076
H 3.4425 5.1341 -0.2093 0.068
H 4.6912 0.3696 3.5830 0.119
H 5.6354 -5.8533 -3.1528 0.066
H -0.8941 -6.2892 -3.3296 0.082
H 5.4188 -1.5157 -2.6512 0.066
H 1.8546 -3.2057 5.2624 0.077
H 0.4028 -1.0240 -5.1997 0.070
H 1.1700 3.5635 -8.0636 0.104
H -1.1137 1.5349 -0.9481 0.113
H 2.5026 0.4403 -0.4972 0.072
H -3.1401 3.1889 2.4017 0.097
H 2.4045 -5.9670 -2.5866 0.071
H 3.5013 -2.9895 4.7063 0.083
H -3.5404 1.1813 4.1532 0.028
H 0.4168 -0.5516 3.2298 0.052
H -1.9167 3.6809 -5.4749 0.063
H -1.9261 1.7364 -6.1840 0.057
H -2.3059 -0.1003 2.9107 0.131
H 2.3424 -3.8449 3.6471 0.084
H -5.4235 4.8724 2.0607 0.082
H -5.0847 4.1533 6.2076 0.071
H -4.2748 -1.4074 -4.0460 0.083
H -2.6577 -1.3262 -1.5844 0.110
H -5.0701 1.0338 -0.3890 0.093
H 1.0027 1.4115 3.7126 0.061
H -1.0315 4.1982 6.2731 0.071
H 1.9576 2.7476 4.4794 0.080
H -1.9142 6.6478 5.7805 0.113
H 5.2071 -5.0278 -4.6561 0.081
H 2.6169 -1.9125 1.8059 0.088
H -4.8188 6.5844 3.5200 0.128
H 4.0895 2.3781 5.4954 0.080
H 2.0400 -2.8248 -0.4181 0.060
H -6.8559 4.5618 3.1009 0.081
H -0.2736 -6.1600 -1.6684 0.076
H -2.7329 -7.3170 -1.0894 0.084
H -5.8648 6.4223 5.0150 0.129
H 1.9331 3.6446 -3.2089 0.075
H 2.2032 -1.6217 -2.0690 0.049
H -0.0051 -0.6820 -0.6445 0.066
H 0.8276 -0.8333 -6.8861 0.094
H 1.0247 1.5815 5.4291 0.075
H 0.4221 1.2312 -8.0191 0.120
H 3.7680 -5.3188 0.7064 0.115
H 4.0519 4.6472 1.3097 0.067
H 2.5775 2.9165 0.2366 0.101
H 5.1258 -2.1946 -4.1424 0.085
H -4.1893 6.3095 6.3653 0.108
H -2.6619 4.2627 6.7221 0.062
H -5.4755 2.7354 5.1713 0.074
H -3.2447 -7.1031 -2.7347 0.073
H -3.0819 -2.2940 4.4928 0.075
H 4.3072 1.7834 -1.9372 0.071
H 5.6917 -5.8632 -0.6816 0.095
H 0.0591 -1.9214 4.2677 0.079
H 1.9803 3.8690 -5.8401 0.111
H -4.2066 7.8320 5.3711 0.122
H -5.1975 -0.0544 2.2814 0.131
```